Entry 1:
This record from the OMol25 dataset describes a 2-piece molecular cluster, C7H10 overall. The level of theory is wB97M-V/def2-TZVPD.

Bonds (Å) are listed after each position.
Positions of all 17 atoms, in Å:
1 C -2.104 -0.197 -0.024  C2 1.325, H6 1.082, H7 1.086
2 C -0.920 -0.781 -0.134  C1 1.325, C3 1.437, C5 1.450
3 C -0.341 -1.683 -1.091  C2 1.437, C4 1.473, C5 1.536, H8 1.080
4 C 1.089 -1.348 -0.972  C3 1.473, C5 1.514, H9 1.089, H10 1.090
5 C 0.277 -1.476 0.300  C2 1.450, C3 1.536, C4 1.514, H11 1.083
6 H -2.599 0.062 0.903  C1 1.082
7 H -2.612 -0.040 -0.970  C1 1.086
8 H -0.861 -2.563 -1.437  C3 1.080
9 H 1.411 -0.359 -1.294  C4 1.089
10 H 1.780 -2.163 -1.187  C4 1.090
11 H 0.435 -2.211 1.080  C5 1.083
12 C 0.225 1.817 1.079  C13 1.326, H14 1.085, H15 1.087
13 C 1.260 2.445 0.537  C12 1.326, H16 1.087, H17 1.087
14 H -0.794 2.026 0.769  C12 1.085
15 H 0.355 1.038 1.825  C12 1.087
16 H 1.118 3.211 -0.221  C13 1.087
17 H 2.280 2.222 0.837  C13 1.087

gap between HOMO and LUMO = 9.50 eV
maximum force = 0.5 eV/A
energy relative to the best compared isomer or geometry (same formula, charge and spin) = 417.7 kJ/mol
SMILES string = C=C1[C@H]2C[C@@H]12.C=C
calculated total energy = -7416.7055 eV
lowest unoccupied orbital energy = 1.11 eV

Here are the Mulliken charges for atoms 1 to 6, given in e: number 1, C, carries -0.866; number 2, C, carries 0.682; number 3, C, carries -0.566; number 4, C, carries -0.318; number 5, C, carries -0.398; number 6, H, carries 0.327

***

Entry 2:
This record from the OMol25 dataset describes one molecule with the formula C10H14OS in a non-equilibrium geometry. The level of theory is wB97M-V/def2-TZVPD.

Bonds (Å) are listed after each position.
Positions of all 26 atoms, in Å:
1 C -0.743 -0.231 -1.900  C2 1.555, H13 1.138, H14 1.080, H15 1.009
2 C -1.169 0.359 -0.526  C1 1.555, C3 1.499, C4 1.561, C6 1.531
3 C -2.398 -0.233 0.096  C2 1.499, H16 1.111, H17 1.177, H18 1.037
4 C -1.087 1.913 -0.649  C2 1.561, O5 1.412, H19 1.051, H20 1.044
5 O -0.206 1.960 0.454  C4 1.412, C6 1.417
6 C -0.135 0.551 0.586  C2 1.531, O5 1.417, C7 1.568, C8 1.523
7 C -0.527 0.066 2.025  C6 1.568, H21 1.089, H22 1.158, H23 1.053
8 C 1.228 -0.047 0.265  C6 1.523, C9 1.391, S12 1.725
9 C 1.685 -1.357 0.365  C8 1.391, C10 1.401, H24 1.035
10 C 3.012 -1.400 -0.086  C9 1.401, C11 1.347, H25 1.009
11 C 3.561 -0.192 -0.314  C10 1.347, S12 1.726, H26 1.038
12 S 2.424 1.102 -0.211  C8 1.725, C11 1.726
13 H 0.091 -0.945 -1.600  C1 1.138
14 H -0.388 0.495 -2.616  C1 1.080
15 H -1.546 -0.751 -2.223  C1 1.009
16 H -2.232 -1.167 0.675  C3 1.111
17 H -3.192 -0.509 -0.729  C3 1.177
18 H -2.961 0.443 0.645  C3 1.037
19 H -0.727 2.396 -1.510  C4 1.051
20 H -1.970 2.382 -0.344  C4 1.044
21 H -1.523 0.189 2.449  C7 1.089
22 H 0.237 0.364 2.842  C7 1.158
23 H -0.524 -0.976 2.175  C7 1.053
24 H 1.014 -2.057 0.726  C9 1.035
25 H 3.499 -2.284 -0.096  C10 1.009
26 H 4.576 -0.070 -0.498  C11 1.038

gap between HOMO and LUMO = 9.31 eV
maximum force = 4.6 eV/A
energy relative to the best compared isomer or geometry (same formula, charge and spin) = 287.9 kJ/mol
SMILES string = CC1(C)CO[C@]1(C)c1cccs1
calculated total energy = -23477.0856 eV
lowest unoccupied orbital energy = 0.80 eV

Here are the Mulliken charges for atoms 1 to 6, given in e: number 1, C, carries -1.572; number 2, C, carries 1.590; number 3, C, carries -1.852; number 4, C, carries -1.128; number 5, O, carries -0.541; number 6, C, carries 1.887

***

Entry 3:
This record from the OMol25 dataset describes a 2-piece molecular cluster, C4H6N2O2 overall in a non-equilibrium geometry. The level of theory is wB97M-V/def2-TZVPD.

Bonds (Å) are listed after each position.
Positions of all 14 atoms, in Å:
1 C 0.430 0.559 -0.119  C2 1.427, C4 1.378, N11 1.533
2 C -0.875 1.093 0.098  C1 1.427, C3 1.345, H7 1.070
3 C -1.528 -0.081 0.025  C2 1.345, O13 1.299, O14 1.340
4 C 0.445 -0.775 -0.465  C1 1.378, N12 1.531, O14 1.390
5 H 2.442 1.166 -0.756  N11 1.231
6 H 1.344 1.744 1.183  no bonds
7 H -1.380 2.013 -0.114  C2 1.070
8 H -3.392 0.477 -0.068  O13 1.014
9 H 1.368 -2.663 -0.526  N12 1.068
10 H 1.747 -1.941 1.220  N12 1.257
11 N 1.459 1.691 -0.233  C1 1.533, H5 1.231
12 N 1.535 -1.746 -0.004  C4 1.531, H9 1.068, H10 1.257
13 O -2.786 -0.327 -0.187  C3 1.299, H8 1.014
14 O -0.809 -1.210 -0.054  C3 1.340, C4 1.390

gap between HOMO and LUMO = 8.51 eV
maximum force = 5.8 eV/A
energy relative to the best compared isomer or geometry (same formula, charge and spin) = 657.2 kJ/mol
calculated total energy = -11314.2310 eV
lowest unoccupied orbital energy = 0.42 eV

Here are the Mulliken charges for atoms 1 to 6, given in e: number 1, C, carries 0.702; number 2, C, carries -0.500; number 3, C, carries 0.605; number 4, C, carries -0.704; number 5, H, carries 0.332; number 6, H, carries 0.366

***

Entry 4:
This record from the OMol25 dataset describes a 8-piece molecular cluster, C12H40NO11P overall in a non-equilibrium geometry. The level of theory is wB97M-V/def2-TZVPD.

Bonds (Å) are listed after each position.
Positions of all 65 atoms, in Å:
1 C -1.297 1.316 -1.667  O2 1.422, H12 1.091, H13 1.091, H14 1.092
2 O -0.090 1.590 -2.366  C1 1.422, C3 1.406
3 C 1.064 1.589 -1.563  O2 1.406, C4 1.549, H15 1.098, H16 1.097
4 C 2.266 1.052 -2.378  C3 1.549, C5 1.530, H17 1.088, H18 1.094
5 C 2.760 -0.300 -1.860  C4 1.530, O6 1.447, H19 1.089, H20 1.088
6 O 2.079 -1.447 -2.421  C5 1.447, C7 1.353
7 C 0.797 -1.622 -2.025  O6 1.353, O8 1.190, O9 1.385
8 O -0.103 -1.725 -2.797  C7 1.190
9 O 0.557 -1.716 -0.665  C7 1.385, P10 1.654
10 P 1.507 -2.725 0.239  O9 1.654, N11 1.553, H21 1.405, H22 1.407
11 N 1.635 -4.211 -0.193  P10 1.553, H23 1.015
12 H -1.831 2.234 -1.415  C1 1.091
13 H -1.934 0.739 -2.340  C1 1.091
14 H -1.145 0.706 -0.774  C1 1.092
15 H 1.279 2.590 -1.166  C3 1.098
16 H 0.934 0.944 -0.686  C3 1.097
17 H 2.032 1.059 -3.440  C4 1.088
18 H 3.092 1.750 -2.210  C4 1.094
19 H 2.726 -0.266 -0.773  C5 1.089
20 H 3.808 -0.413 -2.132  C5 1.088
21 H 2.768 -2.117 0.360  P10 1.405
22 H 0.885 -2.587 1.494  P10 1.407
23 H 1.130 -4.427 -1.047  N11 1.015
24 C -3.431 -0.862 0.954  O25 1.425, H26 1.088, H27 1.093, H28 1.091
25 O -2.629 0.239 1.370  C24 1.425, H29 0.962
26 H -3.349 -0.956 -0.126  C24 1.088
27 H -3.073 -1.782 1.424  C24 1.093
28 H -4.476 -0.697 1.226  C24 1.091
29 H -2.711 0.305 2.326  O25 0.962
30 C 7.137 0.269 -2.203  O31 1.420, H32 1.088, H33 1.093, H34 1.093
31 O 5.972 -0.060 -1.459  C30 1.420, H35 0.967
32 H 7.140 -0.343 -3.102  C30 1.088
33 H 7.137 1.323 -2.492  C30 1.093
34 H 8.042 0.056 -1.628  C30 1.093
35 H 5.979 0.488 -0.662  O31 0.967
36 C -3.826 -2.143 4.751  O37 1.421, H38 1.088, H39 1.094, H40 1.093
37 O -4.569 -1.142 4.068  C36 1.421, H41 0.964
38 H -3.017 -2.461 4.098  C36 1.088
39 H -3.397 -1.753 5.679  C36 1.094
40 H -4.453 -3.008 4.981  C36 1.093
41 H -5.286 -0.866 4.650  O37 0.964
42 C -5.382 2.318 0.376  O43 1.421, H44 1.087, H45 1.094, H46 1.094
43 O -4.131 2.561 -0.251  C42 1.421, H47 0.960
44 H -6.005 1.763 -0.322  C42 1.087
45 H -5.246 1.725 1.286  C42 1.094
46 H -5.874 3.263 0.624  C42 1.094
47 H -3.584 3.046 0.371  O43 0.960
48 C 0.628 0.213 -6.545  O49 1.422, H50 1.087, H51 1.093, H52 1.094
49 O 1.334 -0.980 -6.229  C48 1.422, H53 0.961
50 H 0.233 0.112 -7.553  C48 1.087
51 H -0.200 0.366 -5.848  C48 1.093
52 H 1.302 1.075 -6.511  C48 1.094
53 H 1.665 -0.882 -5.332  O49 0.961
54 C 8.296 0.577 1.494  O55 1.428, H56 1.086, H57 1.092, H58 1.092
55 O 7.032 1.031 1.009  C54 1.428, H59 0.960
56 H 8.897 0.296 0.634  C54 1.086
57 H 8.808 1.372 2.040  C54 1.092
58 H 8.175 -0.293 2.142  C54 1.092
59 H 6.500 1.281 1.768  O55 0.960
60 C -7.627 0.656 5.601  O61 1.429, H62 1.086, H63 1.092, H64 1.092
61 O -6.922 -0.533 5.963  C60 1.429, H65 0.961
62 H -7.959 0.538 4.573  C60 1.086
63 H -8.500 0.799 6.241  C60 1.092
64 H -6.979 1.532 5.668  C60 1.092
65 H -6.630 -0.437 6.873  O61 0.961

gap between HOMO and LUMO = 9.24 eV
maximum force = 1.5 eV/A
SMILES string = COCCCOC(=O)O[PH2]=N.CO.CO.CO.CO.CO.CO.CO
calculated total energy = -46389.5610 eV
lowest unoccupied orbital energy = 0.25 eV

Here are the Mulliken charges for atoms 1 to 6, given in e: number 1, C, carries -0.532; number 2, O, carries -0.411; number 3, C, carries -0.398; number 4, C, carries -0.539; number 5, C, carries -0.367; number 6, O, carries -0.296